{
  "formula": "C11H19O",
  "method": "wB97M-V/def2-TZVPD",
  "de_lowest_kj_mol": 86.8,
  "e_tot_ev": -13746.9081,
  "total_charge": 1,
  "homo_ev": [-9.94, -14.40],
  "spin_multiplicity": 3,
  "largest_force_ev_per_a": 5.6,
  "orbital_gap_ha": [0.269, 0.224],
  "species": ["C", "C", "C", "C", "C", "C", "C", "C", "C", "C", "C", "O", "H", "H", "H", "H", "H", "H", "H", "H", "H", "H", "H", "H", "H", "H", "H", "H", "H", "H", "H"],
  "xyz": [[0.015138, -0.948729, 0.552524], [-0.262598, 0.429151, 0.276662], [-1.304179, -0.536021, 0.444485], [3.162974, -2.963143, -0.289768], [1.642322, 3.658845, 0.148112], [-4.691271, -0.401013, -0.567875], [0.894119, -2.089664, 0.586750], [0.221687, 1.678530, -0.265683], [2.103035, -1.870021, -0.359987], [1.625457, 2.100488, 0.273611], [-3.595795, 0.207843, 0.232206], [-2.512592, -0.823216, 0.361174], [2.605034, -3.975978, -0.295080], [3.704913, -2.921475, 0.695048], [4.017700, -2.972869, -1.094363], [0.739558, 4.146739, 0.742347], [1.511816, 3.782365, -0.954813], [2.647091, 3.896855, 0.484472], [-4.633542, -0.280450, -1.670700], [-4.925433, -1.312996, -0.080335], [-5.619926, 0.287746, -0.324938], [0.434155, -3.018111, 0.438736], [1.226727, -2.004647, 1.582654], [-0.478136, 2.434577, 0.029972], [0.076293, 1.484751, -1.281144], [2.542558, -0.999583, -0.239406], [1.690588, -1.850522, -1.433821], [2.355335, 1.451173, -0.293251], [1.766185, 1.848232, 1.254480], [-3.908626, 0.562600, 1.226734], [-3.050587, 0.998548, -0.178799]],
  "forces_ev_per_a": [[-0.402, -5.042, 0.301], [-0.991, 4.154, 1.194], [0.461, 0.948, -0.693], [0.760, -1.983, 0.354], [-0.739, -1.354, -0.535], [-2.322, 3.312, 0.145], [1.315, 1.925, -1.276], [0.315, -0.757, 2.317], [-2.064, -4.299, -2.908], [-1.273, 0.082, -3.317], [0.389, -0.048, 0.355], [-0.913, -1.107, 0.838], [1.199, 1.367, -0.214], [-0.522, -0.032, -0.809], [-2.036, 0.254, 1.289], [2.209, -0.988, -1.149], [0.205, 0.834, 0.944], [-0.223, 1.059, -0.010], [0.435, -0.928, 0.827], [-0.356, -1.284, -0.437], [1.614, -1.292, -0.367], [-0.876, -1.265, -0.184], [1.149, -0.561, 1.823], [-0.679, 0.534, -0.083], [0.681, 0.747, -2.599], [1.878, 4.506, 0.932], [0.418, -0.053, 1.420], [-0.182, 1.475, 0.282], [-0.106, -0.889, 2.681], [0.265, -0.845, -0.053], [0.391, 1.534, -1.069]]
}